No. 1
62
Properties=species:S:1:pos:R:3 method="wB97M-V/def2-TZVPD" homo_ev=-6.81 max_force_ha_per_bohr=0.064 relative_energy_kj_mol=33.54 e_lumo_ev=-0.403 spin_multiplicity=1 energy_ev=-122441.2506 orbital_gap_ev=6.4107 charge=0
Y 12.84 -11.54 -3.33
O 14.78 -11.94 -4.22
C 15.35 -13.05 -4.63
C 16.64 -13.36 -4.14
C 17.17 -14.62 -4.33
C 16.50 -15.57 -5.13
C 15.30 -15.27 -5.75
C 14.69 -14.01 -5.50
C 13.36 -13.68 -6.01
N 12.43 -13.05 -5.27
C 11.13 -12.85 -5.91
C 10.01 -12.63 -4.93
N 10.44 -11.97 -3.68
C 9.52 -11.95 -2.72
C 9.77 -11.41 -1.42
C 9.01 -11.88 -0.33
C 9.27 -11.50 0.97
C 10.28 -10.56 1.22
C 11.03 -10.03 0.17
C 10.86 -10.53 -1.13
O 11.77 -10.19 -2.02
H 17.15 -12.67 -3.49
H 18.08 -14.94 -3.80
H 16.91 -16.57 -5.25
H 14.81 -15.93 -6.44
H 13.04 -14.04 -7.00
H 10.87 -13.72 -6.56
H 11.17 -11.98 -6.60
H 9.51 -13.59 -4.66
H 9.29 -11.99 -5.45
H 8.54 -12.43 -2.88
H 8.21 -12.56 -0.53
H 8.76 -11.96 1.78
H 10.41 -10.22 2.23
H 11.80 -9.29 0.32
Br 16.09 -5.16 -2.45
C 15.24 -6.69 -3.08
C 13.83 -6.71 -3.16
C 13.25 -7.94 -3.40
C 13.97 -9.12 -3.49
C 15.32 -9.03 -3.61
C 15.99 -7.84 -3.37
H 13.24 -5.80 -2.97
H 12.17 -7.96 -3.43
H 15.90 -9.94 -3.73
H 17.07 -7.74 -3.45
N 14.39 -11.00 -0.19
C 14.12 -12.34 -0.36
N 13.38 -12.73 -1.41
C 13.26 -14.14 -1.35
C 12.39 -14.87 -2.16
C 12.30 -16.24 -1.94
C 13.00 -16.87 -0.90
C 13.90 -16.12 -0.13
C 13.97 -14.76 -0.31
S 14.82 -13.63 0.64
H 13.62 -10.36 -0.41
H 14.96 -10.76 0.63
H 11.91 -14.40 -3.03
H 11.68 -16.82 -2.59
H 12.92 -17.91 -0.65
H 14.49 -16.60 0.63

No. 2
21
Properties=species:S:1:pos:R:3 method="wB97M-V/def2-TZVPD" homo_ev="-13.78 / -13.75" max_force_ha_per_bohr=0.081 relative_energy_kj_mol=729.65 e_lumo_ev="-7.416 / -8.206" spin_multiplicity=2 energy_ev=-10965.2604 orbital_gap_ev="6.3638 / 5.5432" charge=+1
C 0.12 -2.38 1.07
C 0.48 -0.90 0.69
C 0.00 -0.70 -0.80
C 0.96 0.25 -1.52
O 0.17 1.56 -2.42
N -0.23 0.18 1.45
C 0.31 -0.18 2.59
O -1.66 2.00 -0.57
H 0.18 -2.56 2.14
H -0.90 -2.53 0.69
H 0.84 -3.05 0.56
H 1.57 -0.79 0.65
H -0.98 -0.25 -0.83
H 0.11 -1.64 -1.38
H 1.34 0.99 -0.83
H 1.72 -0.26 -2.07
H 0.24 0.55 -2.54
H -1.27 1.58 0.20
H 1.33 0.14 2.93
H -0.31 -0.66 3.33
H -0.95 1.91 -1.27

No. 3
10
Properties=species:S:1:pos:R:3 method="wB97M-V/def2-TZVPD" homo_ev="-7.22 / -11.87" max_force_ha_per_bohr=0.134 e_lumo_ev="-0.483 / -2.784" spin_multiplicity=3 energy_ev=-17201.6707 orbital_gap_ev="6.7365 / 9.0870" charge=0
C -0.79 -1.45 0.54
N -2.17 0.33 -0.17
N -1.32 -0.38 0.59
N 1.95 -0.70 -0.68
N 2.15 0.27 -0.15
O -0.29 -2.50 0.64
F -1.56 0.92 -1.46
F 2.97 1.46 -0.49
F 1.52 0.84 0.95
H -2.45 1.21 0.23

No. 4
8
Properties=species:S:1:pos:R:3 method="wB97M-V/def2-TZVPD" homo_ev="-10.30 / -10.17" max_force_ha_per_bohr=0.086 relative_energy_kj_mol=625.59 e_lumo_ev="-1.861 / -1.802" spin_multiplicity=1 energy_ev=-16406.3912 orbital_gap_ev="8.4422 / 8.3695" charge=0
N 1.61 -0.31 -0.33
N -1.21 -0.07 0.22
O -1.42 -0.89 1.12
O -1.60 -0.08 -0.89
P -0.04 1.25 0.77
H 0.92 -0.66 -1.00
H 1.91 -0.89 0.58
H -0.18 1.67 -0.47

No. 5
10
Properties=species:S:1:pos:R:3 method="wB97M-V/def2-TZVPD" homo_ev=-9.98 max_force_ha_per_bohr=0.014 relative_energy_kj_mol=58.49 e_lumo_ev=1.121 spin_multiplicity=1 energy_ev=-4243.3545 smiles=C#CCC orbital_gap_ev=11.0992 charge=0
C 1.24 -0.46 0.00
C 0.22 0.69 -0.01
C -1.18 0.21 0.00
C -2.29 -0.25 0.01
H 1.20 -1.02 0.96
H 1.11 -1.16 -0.85
H 2.25 -0.04 -0.05
H 0.38 1.33 0.87
H 0.38 1.30 -0.90
H -3.29 -0.60 -0.03

No. 6
8
Properties=species:S:1:pos:R:3 method="wB97M-V/def2-TZVPD" homo_ev=-6.15 max_force_ha_per_bohr=0.051 relative_energy_kj_mol=155.06 e_lumo_ev=3.265 spin_multiplicity=1 energy_ev=-33397.2432 smiles="N#S(=O)OS(=O)(=O)[O-]" orbital_gap_ev=9.4133 charge=-1
N -1.16 -2.58 0.90
O -0.79 1.79 -0.91
O -0.42 -0.29 1.79
O -0.01 -0.70 -0.66
O 1.45 1.05 -1.73
O 1.08 1.30 0.56
S -0.57 -1.27 0.73
S 0.45 1.09 -0.69